DFT (ωB97M-V/def2-TZVPD) results for a molecular structure, C30H55BO2OsP2 in a non-equilibrium geometry.

```
91
C30H55BO2OsP2 (ωB97M-V/def2-TZVPD)
H -3.7817 1.1175 -0.5637
H 1.9280 -0.1860 -4.7033
H -1.1031 -1.3429 3.2885
H -2.0816 0.0388 -3.3128
H -3.5345 3.4051 1.3063
H 2.2610 -0.0088 2.6658
H -0.4420 1.1101 -4.7316
H -3.1362 -0.7579 -1.3995
H -1.9117 1.5278 4.8317
C -0.9940 3.1466 2.6437
C -0.1876 0.0677 -4.4748
C -0.1995 -2.0462 1.4827
H -0.2483 -0.4684 -5.4345
H -1.5953 4.3839 0.9590
O -0.2835 2.2387 1.7828
C -1.0536 4.4815 1.9115
H -0.6617 2.8726 -1.3117
Os -0.1662 -2.0120 -1.8989
H 1.9326 2.4933 -1.8009
H -1.5030 -2.9956 2.8690
C -2.6758 2.1712 4.3763
P -1.3347 0.7692 -0.4829
H 4.1401 1.8505 -1.5144
H 0.6264 -0.1860 3.3520
H 1.1573 -2.5090 -5.2131
H 3.6115 1.6793 2.1823
H 2.8414 -3.9737 -1.1789
C -2.3835 2.4528 2.9166
C 1.3140 -2.9878 -0.0502
H -0.5870 4.0318 4.5555
C 1.3650 -2.4169 -3.0439
H 1.0269 -4.0573 -4.3000
C 1.3480 2.2797 -0.8893
H 0.0258 2.3495 4.3758
C -0.0944 1.9275 -1.3554
H -0.6329 -4.8974 0.9241
H 3.9081 0.0759 -1.3883
C 3.0360 2.3032 1.4782
C -1.3275 -1.9984 2.4383
H 0.8437 3.7250 3.5564
H -1.2459 -2.6404 -5.2261
H 3.8564 -1.1745 1.3707
C -2.2577 -0.9625 -0.7616
C 3.4797 -2.1590 1.0654
C -0.1289 3.3156 3.8634
H 3.7217 -2.8736 1.8727
H 1.2654 -4.7864 -1.2324
H -1.5379 5.2464 2.5352
C -1.3814 -1.9291 -3.3289
C 0.7422 -2.9885 -4.2973
H -4.5026 2.6790 2.6077
C -3.5857 3.2365 2.3850
H -2.9263 2.6596 -0.8147
H -0.0296 4.8316 1.6999
B -1.2577 1.3494 1.3846
H 1.8914 -0.6218 -1.8838
H 4.8381 0.9328 -0.1385
H 2.3307 -2.9097 -2.8696
H -2.3848 -2.1107 -2.9951
C 2.0174 -2.1390 0.8509
C 1.9442 -4.2086 -0.5884
C 1.0825 -1.5313 1.7513
C -0.1157 -2.9110 0.2831
H -0.0843 1.6247 -2.4161
C 1.2667 -1.0213 -2.7131
H 4.0031 -2.4798 0.1539
H -2.7434 3.1129 4.9406
H -1.2187 -3.9372 -3.9546
H 1.2941 3.2231 -0.3425
H 2.1720 2.7345 2.0108
H -0.9705 -4.5455 -0.7954
C 3.9826 1.0142 -0.8240
P 2.4547 1.2389 0.1651
H -2.0204 -3.8595 0.5102
H -2.6221 -1.0870 0.2760
C -0.9855 -4.1158 0.2209
H -3.0109 1.4540 -2.1355
O -2.3436 1.1889 2.2183
C 1.2145 0.0142 -3.8747
H -1.9943 -2.0252 -1.0162
C 1.4844 -0.7375 2.9399
H 1.9047 -1.3520 3.7599
H 1.5016 0.9753 -3.4230
H -3.6650 4.2023 2.9079
H 2.2487 -4.8393 0.2688
C -2.9173 1.5935 -1.0479
H -2.2739 -1.6652 1.9924
H 3.6899 3.0974 1.0842
H -3.6568 1.6795 4.4603
C -1.1570 -0.5060 -3.4901
C -0.8155 -2.9424 -4.2582
```

Summary:
- 2S+1: 5
- ⟨S²⟩: 6.06
- LUMO energy (spin up / spin down): -6.21 / -8.55 eV
- Net charge: +2
- HOMO-LUMO gap (spin up / spin down): 5.26 / 4.58 eV
- DFT total energy: -57796.99277 eV